# 1
Here is 8 unconnected molecules or ions with the total composition C22H36O20S2 in a non-equilibrium geometry from OMol25. Energies are from the ωB97M-V functional and the def2-TZVPD basis.

Properties
Lowest unoccupied orbital energy: 0.007 eV
Multiplicity: 1
E_HOMO: -0.3315 Ha
Kohn-Sham gap: 9.0 eV
ΔE to the lowest compared entry with this formula, charge and spin: 0.0 kcal/mol
Charge: 0

Cartesian coordinates (Å):
1 C -1.708587 -0.610271 -4.718728
2 C -1.864631 -1.334579 -3.362872
3 O -1.205900 -0.436250 -2.450564
4 C -0.951143 0.731567 -3.028681
5 O -0.474566 1.689877 -2.513028
6 O -1.231986 0.667513 -4.365316
7 H -2.698899 -0.497822 -5.160242
8 H -1.073288 -1.179571 -5.392589
9 H -1.356250 -2.289040 -3.264690
10 H -2.894105 -1.428375 -3.020205
11 C 2.303952 4.107579 -0.569216
12 C 0.799506 3.828584 -0.746592
13 O 0.216039 4.857386 0.035233
14 C 1.124884 5.244027 0.984581
15 O 0.855503 5.945232 1.898802
16 O 2.335538 4.699654 0.735436
17 H 2.653032 4.850890 -1.286232
18 H 2.889932 3.195871 -0.642913
19 H 0.584307 2.831746 -0.372047
20 H 0.568851 3.913454 -1.802825
21 C 3.554730 -1.892813 2.996134
22 C 4.588902 -1.534511 1.911525
23 O 4.498596 -2.609930 0.982521
24 C 3.678014 -3.578004 1.452221
25 O 3.465877 -4.596554 0.886042
26 O 3.134542 -3.212106 2.636055
27 H 2.703958 -1.215826 3.013986
28 H 4.030137 -1.961584 3.970468
29 H 5.585955 -1.524865 2.356486
30 H 4.432438 -0.597946 1.382953
31 C 4.684190 -0.206228 -3.394105
32 C 3.973820 -0.527645 -4.723694
33 O 3.780551 0.759275 -5.312757
34 C 4.088246 1.733254 -4.418096
35 O 3.948356 2.893398 -4.617647
36 O 4.563064 1.197540 -3.273925
37 H 5.729336 -0.521849 -3.416668
38 H 4.251483 -0.739520 -2.548753
39 H 3.007594 -1.016482 -4.619601
40 H 4.630392 -1.119553 -5.358794
41 C -3.393683 2.259781 -0.954579
42 C -4.837681 2.352753 -0.455503
43 O -4.829770 1.416470 0.612660
44 C -3.874680 0.497203 0.387314
45 O -3.821363 -0.578092 0.887022
46 O -2.973331 0.969035 -0.482037
47 H -2.757174 3.022672 -0.504799
48 H -3.267399 2.301026 -2.032572
49 H -5.576543 2.060833 -1.202176
50 H -5.080990 3.341249 -0.078026
51 C 0.059168 0.174618 0.541360
52 C 0.738200 0.096947 1.890125
53 O 2.094956 0.398529 1.569144
54 C 2.279920 0.158852 0.245947
55 O 3.342959 0.174648 -0.279618
56 O 1.108126 -0.100309 -0.370562
57 H -0.358194 1.172076 0.359850
58 H -0.852276 -0.417711 0.440478
59 H 0.718584 -0.892078 2.354297
60 H 0.256406 0.751330 2.616928
61 C -1.914498 -5.661872 0.939562
62 S -0.278633 -4.907833 0.981761
63 O 0.013714 -4.469822 -0.408913
64 C -0.743240 -3.442644 1.895971
65 H -2.241966 -5.824092 1.963694
66 H -1.852241 -6.505716 0.260191
67 H -2.595552 -4.947550 0.463920
68 H -1.016304 -3.737829 2.909336
69 H -1.579182 -2.946621 1.390055
70 H 0.059293 -2.713433 1.886432
71 C -5.130114 0.395655 4.216395
72 S -3.977994 1.780856 4.161412
73 O -3.767809 2.236677 5.552922
74 C -2.525167 0.805480 3.734325
75 H -5.349676 0.159879 3.173183
76 H -6.027269 0.715946 4.733647
77 H -4.625264 -0.438749 4.696495
78 H -2.456890 0.562573 2.675971
79 H -2.535972 -0.099082 4.346139
80 H -1.632840 1.362824 4.020587

Forces on the atoms, in the same order (eV/Å):
-1.191 -0.947 0.586
0.349 0.350 0.405
-0.120 -0.093 0.404
0.442 -0.442 -1.155
-0.210 0.238 0.379
0.315 0.393 0.205
0.156 0.042 -0.277
0.367 0.461 -0.082
-0.036 -0.069 -0.220
-0.051 -0.051 -0.167
-0.768 0.023 -0.279
1.699 0.137 -0.536
0.022 -0.071 0.270
-0.256 -0.277 -0.269
0.063 0.185 0.220
0.012 -0.072 0.071
0.110 -0.084 -0.036
0.239 0.120 0.310
-0.457 0.070 0.064
-0.574 -0.014 0.110
0.410 -0.052 -0.205
0.346 0.045 0.509
-0.149 -0.105 0.036
0.231 0.292 -0.280
-0.124 -0.225 0.108
-0.239 0.021 -0.064
0.098 -0.186 0.113
-0.159 0.152 0.133
0.056 -0.075 -0.181
-0.130 -0.142 0.173
-0.103 -1.066 -0.151
0.465 0.115 0.167
0.068 0.117 0.112
-0.088 -0.386 -0.095
-0.006 0.184 0.022
0.004 0.193 0.154
0.099 0.422 -0.152
-0.281 0.448 0.104
-0.011 0.006 0.112
-0.199 -0.003 -0.168
0.130 0.323 0.064
0.456 0.366 -0.309
-0.585 -0.377 0.336
-0.052 0.379 -0.273
0.088 -0.396 0.468
0.057 0.060 -0.407
0.025 -0.060 0.030
-0.106 -0.060 -0.019
0.015 -0.116 0.014
-0.032 -0.039 0.114
-1.204 0.684 0.429
-0.638 -0.497 0.258
-0.177 0.434 0.007
-0.430 0.012 0.000
0.175 0.098 -0.359
0.161 -0.145 -0.020
0.534 0.156 -0.079
0.613 -0.780 -0.273
-0.021 -0.108 -0.257
0.620 0.454 -0.103
-0.172 1.077 -0.356
0.487 -0.175 -0.282
-0.134 0.092 -0.038
-0.706 0.374 -0.144
-0.037 -0.572 -0.088
0.050 -0.420 0.467
0.091 0.057 0.102
0.063 0.153 0.041
-0.120 -0.233 0.087
0.417 -0.392 0.127
0.446 0.090 -0.565
-0.118 0.284 -0.184
0.076 -0.010 0.289
0.470 -0.333 0.268
-0.098 -0.174 0.058
-0.007 0.035 0.101
-0.263 -0.079 0.191
-0.275 -0.080 -0.021
0.018 -0.055 -0.147
-0.216 0.322 0.023

# 2
Here is a molecular structure, C22H37AuO2Si in a non-equilibrium geometry from OMol25. Energies are from the ωB97M-V functional and the def2-TZVPD basis.

Properties
Lowest unoccupied orbital energy (spin up / spin down): 0.630 / -1.808 eV
Multiplicity: 3
E_HOMO (spin up / spin down): -0.2672 / -0.2787 Ha
Kohn-Sham gap (spin up / spin down): 7.9 / 5.8 eV
ΔE to the lowest compared entry with this formula, charge and spin: 9.0 kcal/mol
Charge: 0

Cartesian coordinates (Å):
1 O 2.268739 2.081960 -3.627440
2 C 3.551225 1.506452 -4.090311
3 C 3.943676 2.666859 -4.962243
4 H 3.344103 0.581974 -4.630300
5 H 4.218625 1.310816 -3.248841
6 C 2.576149 3.235061 -4.503986
7 H 3.996853 2.438982 -6.029287
8 H 4.777873 3.235052 -4.546863
9 C 1.600766 3.398597 -5.657542
10 H 1.845428 2.673370 -6.449501
11 H 1.736329 4.422628 -6.041884
12 H 0.546417 3.276092 -5.363673
13 C 2.852711 4.540551 -3.767426
14 H 3.506588 4.369478 -2.894915
15 H 1.934255 5.087969 -3.495252
16 H 3.423457 5.168073 -4.480836
17 Au 1.821413 0.554965 -1.936894
18 C 1.865856 1.349495 1.360527
19 C 2.635672 0.265121 0.891295
20 C 3.531568 0.764340 -0.137098
21 H 2.594182 -0.773022 1.234262
22 C 3.395861 2.221974 -0.134877
23 C 2.375892 2.561042 0.776077
24 H 2.044584 3.568485 1.032639
25 H 1.066879 1.286012 2.107570
26 H 4.425066 0.235029 -0.466534
27 H 4.015676 2.909425 -0.710714
28 C -2.397260 1.493017 1.359396
29 C -1.316836 2.203810 0.756351
30 C -1.149592 1.720933 -0.571550
31 H -0.811846 3.062188 1.183031
32 C -2.113269 0.681651 -0.783322
33 C -2.877523 0.537471 0.413227
34 H -3.643907 -0.221056 0.571434
35 H -2.853466 1.694911 2.328741
36 H -0.432912 2.090831 -1.310515
37 H -2.259072 0.116293 -1.709116
38 O 0.731685 0.222463 -7.107902
39 C -0.555089 0.338052 -6.479920
40 C -0.492199 -0.280703 -5.070877
41 H -1.308753 -0.208399 -7.066264
42 H -0.846033 1.394124 -6.451145
43 C 0.789053 -1.185048 -5.099215
44 H -1.363036 -0.919745 -4.864872
45 H -0.387815 0.520850 -4.307178
46 C 1.392573 -0.916333 -6.479659
47 H 0.598220 -2.256071 -4.909487
48 H 1.485061 -0.798315 -4.340586
49 H 1.338019 -1.807858 -7.124377
50 H 2.454454 -0.619431 -6.396456
51 C -0.752910 -2.390581 -2.418294
52 Si 0.735093 -1.560818 -1.530887
53 C 0.047018 -1.798018 0.209368
54 C 2.248940 -2.682920 -1.655116
55 H -1.691410 -2.069945 -1.946491
56 H -0.686904 -3.481512 -2.271319
57 H -0.861575 -2.173420 -3.482881
58 H -0.108362 -2.881171 0.347383
59 H 0.717215 -1.426108 0.987377
60 H -0.927078 -1.306159 0.313960
61 H 1.906522 -3.727618 -1.659742
62 H 2.829843 -2.483413 -2.566074
63 H 2.877811 -2.513318 -0.769136

Forces on the atoms, in the same order (eV/Å):
1.593 0.727 -1.444
-0.139 -1.232 0.466
-0.813 -0.113 0.445
0.088 -0.081 0.111
-0.090 -0.078 0.012
0.329 1.335 -0.451
0.292 0.211 0.249
0.021 -0.102 -0.491
-0.081 0.016 -0.015
-0.380 0.223 0.228
-0.139 -0.396 -0.096
0.387 0.044 0.053
-0.259 0.233 0.011
-0.447 0.079 -0.223
0.366 -0.268 0.138
-0.342 -0.174 0.375
-0.762 -0.877 0.978
1.060 -1.398 0.323
-1.401 1.135 0.742
0.082 1.476 0.075
-0.052 0.561 -0.280
-0.369 -0.724 -0.005
0.502 -0.557 -0.615
0.097 -0.334 -0.205
0.443 0.028 -0.409
-0.335 0.100 -0.148
-0.245 -0.229 0.180
-1.181 -1.368 -0.908
0.911 0.106 -2.897
0.561 1.729 2.301
0.066 -0.245 -0.033
-1.341 -0.549 1.179
0.508 0.143 -0.310
0.181 0.415 0.000
0.313 -0.135 -0.245
-0.321 -0.129 0.386
0.114 0.246 0.444
-0.216 -0.837 1.328
-0.329 -0.257 -0.097
0.575 -0.173 0.003
0.158 0.136 -0.107
0.168 -0.164 -0.118
-0.101 0.931 -0.075
0.078 0.630 -0.056
-0.138 -0.674 -0.287
0.626 0.355 -0.611
0.077 0.598 -0.195
-0.226 -0.387 -0.031
-0.118 0.320 0.001
-0.376 -0.271 -0.156
-0.040 0.431 -0.476
0.123 -0.186 0.627
0.158 0.082 0.197
-0.213 -0.219 -0.158
0.250 -0.026 0.030
0.146 0.327 -0.053
0.040 -0.337 0.289
0.046 0.240 -0.001
-0.287 -0.144 -0.040
0.230 -0.074 0.073
0.264 0.085 0.014
-0.055 -0.149 0.273
-0.059 -0.054 -0.293

# 3
Here is a molecular structure, C22H37Cl4N3O4P2S in a non-equilibrium geometry from OMol25. Energies are from the ωB97M-V functional and the def2-TZVPD basis.

Properties
Lowest unoccupied orbital energy: -1.795 eV
Multiplicity: 1
E_HOMO: -0.3245 Ha
Kohn-Sham gap: 7.0 eV
Charge: 0

Cartesian coordinates (Å):
1 C 3.498194 3.690437 1.575662
2 C 4.282256 2.573669 0.670856
3 C 3.544072 2.579102 -0.787195
4 C 4.503739 2.146026 -1.998275
5 C 4.507583 0.589788 -2.383494
6 C 3.868992 -0.414434 -1.313171
7 C 4.915155 -0.904901 -0.157318
8 C 4.174049 -2.065523 0.673355
9 C 3.798316 -1.682313 2.194013
10 C 2.229882 -1.477078 2.470766
11 C 1.300325 -2.726291 2.094950
12 C -0.243241 -2.228809 2.313602
13 C -0.817063 -1.555802 0.940373
14 C -2.131897 -2.346765 0.452092
15 C -3.383697 -1.313802 0.401182
16 C -3.665376 -0.555197 -0.912525
17 P -2.598872 -0.708826 -2.482312
18 N -1.543366 0.523118 -2.441963
19 C -4.891390 0.445929 -1.008794
20 O -5.152690 1.169698 -2.209985
21 C -5.798288 0.627297 0.253784
22 C -7.024421 1.665040 0.150998
23 P -6.323902 3.410139 0.532389
24 O -7.141882 4.406827 -0.298327
25 O -4.658837 3.475696 0.093897
26 O -6.375232 3.729515 2.219269
27 C -5.446055 -0.181391 1.561738
28 N -6.140628 -0.130734 2.843738
29 S -5.316862 -1.201166 3.905955
30 N -4.035066 -1.875116 2.996051
31 C -4.234968 -1.179734 1.724793
32 H 3.775659 3.571510 2.692526
33 H 2.379368 3.528380 1.404908
34 H 3.758882 4.762308 1.278476
35 H 5.376219 2.902529 0.565100
36 H 4.140741 1.586643 1.232885
37 H 2.527851 2.039580 -0.761553
38 H 3.283212 3.697096 -0.964981
39 H 5.558080 2.588023 -1.802419
40 H 4.121983 2.719149 -2.933319
41 H 5.620005 0.277933 -2.505006
42 H 4.038746 0.382789 -3.424284
43 H 2.882885 -0.078379 -0.843737
44 H 3.619236 -1.389315 -1.894178
45 H 5.325205 -0.045119 0.471034
46 H 5.800127 -1.368937 -0.743902
47 H 3.185558 -2.331077 0.147429
48 H 4.844407 -3.008442 0.717745
49 H 4.349573 -0.719347 2.468643
50 H 4.145404 -2.546479 2.870986
51 H 2.083422 -1.292183 3.607566
52 H 1.843454 -0.508397 1.964320
53 H 1.352522 -3.028096 0.977336
54 H 1.504107 -3.674471 2.725056
55 H -0.901230 -3.086810 2.686587
56 H -0.299204 -1.405839 3.122690
57 H -1.143072 -0.476056 1.206086
58 H -0.001601 -1.532786 0.119434
59 H -2.029516 -2.824261 -0.594417
60 H -2.460653 -3.199323 1.152692
61 H -3.488694 -0.661788 -3.606109
62 H -1.846910 -1.925587 -2.505637
63 H -1.750310 1.026887 -1.559086
64 H -4.372133 1.782212 -2.300312
65 H -7.850308 1.354258 0.875236
66 H -7.412341 1.640151 -0.929409
67 H -4.115010 2.969564 0.748788
68 H -5.534816 4.161476 2.515521
69 C 0.798147 -2.874511 -4.452011
70 Cl 0.729412 -4.547215 -5.047132
71 Cl 2.319404 -2.121620 -4.974957
72 Cl -0.574421 -1.954967 -5.108941
73 Cl 0.717780 -2.873885 -2.675757

Forces on the atoms, in the same order (eV/Å):
0.504 -0.571 0.041
-1.555 1.160 0.092
0.680 1.024 0.341
-0.802 0.724 -0.660
0.827 -0.492 0.085
0.725 -0.912 -0.212
-0.631 -0.571 -1.341
0.116 -0.041 0.624
-0.274 -0.249 -0.090
0.261 -0.072 0.382
-1.221 0.546 -0.032
0.534 0.364 -0.236
-0.353 -0.355 0.998
-1.419 0.612 -0.577
-0.327 0.297 -1.408
-2.144 -0.791 3.190
1.193 2.350 1.810
-1.436 -0.779 0.459
-0.526 -1.165 4.068
1.468 -0.687 2.412
2.272 -1.227 -1.869
1.623 -1.315 0.598
-1.429 2.634 -1.509
2.380 -2.433 2.273
-2.144 -0.806 1.833
1.331 -0.697 -2.505
0.543 -1.057 2.085
3.193 -1.667 -2.298
0.243 0.826 -2.952
-3.091 4.139 -3.448
-0.146 0.812 -1.990
-0.627 0.162 -1.775
1.474 0.301 0.504
-0.324 -1.510 0.221
-1.531 -0.841 0.156
0.557 1.278 -1.011
1.688 0.628 -0.047
0.410 -1.786 0.221
-1.674 -1.005 -0.207
0.649 -0.917 1.501
-1.800 0.358 0.164
0.548 0.623 1.811
1.382 -0.207 -0.673
0.319 1.567 0.941
-0.693 -1.237 -0.739
-1.304 0.801 1.060
1.655 0.245 0.579
-1.175 1.513 -0.252
-0.674 -1.382 -0.139
-0.406 1.450 -0.860
0.276 -0.297 -1.806
0.568 -1.642 0.530
0.225 0.449 1.844
-0.084 1.686 -0.901
0.840 1.183 -0.747
0.300 -1.433 -1.108
0.686 -1.719 -0.730
-1.407 0.055 1.324
0.012 0.825 1.686
0.758 1.412 -0.911
0.227 -0.572 0.559
-1.104 0.089 -0.145
0.390 -0.220 -0.751
-0.940 -0.622 -0.115
1.185 0.680 -0.895
0.673 0.462 1.728
-0.557 0.413 -0.777
-0.997 -0.418 -0.412
0.067 0.013 -0.059
0.001 0.296 0.119
-0.307 -0.133 0.131
0.265 -0.142 0.034
0.051 -0.002 -0.220